This record from OMol25 describes the ion C4H8NS with charge +1 at a distorted geometry. The level of theory is wB97M-V/def2-TZVPD.

As for the LUMO energy: -3.985 eV. The SMILES is [NH3+][C@@H]1C[C@H]1C=S. The calculation puts the HOMO energy at -12.572 eV. As for the orbital gap: 8.587 eV. Its energy above the lowest of the compared OMol25 structures with the same formula, charge and spin is 1.812 eV. For the total energy, the calculation gives -609.8033 Eh.

ORCA input file:
```
! wB97M-V def2-TZVPD RIJCOSX def2/J DEFGRID3
* xyz 1 1
C 2.11 0.78 0.16
C 0.26 -1.17 -0.07
C 0.57 0.17 0.49
C -0.51 0.02 -0.54
N -1.87 0.21 -0.05
S 3.21 -0.08 -0.60
H 2.29 1.74 0.44
H 1.09 -1.52 -0.66
H -0.15 -1.95 0.53
H 0.15 0.44 1.52
H -0.62 0.41 -1.61
H -1.95 -0.14 0.95
H -2.63 -0.18 -0.62
H -1.95 1.30 0.05
*
```

This record from OMol25 describes a structure of composition C52H44Cl6FN4NaP at a distorted geometry. The level of theory is wB97M-V/def2-TZVPD.

As for the LUMO energy: 1.856 eV. The calculation puts the HOMO energy at -3.668 eV. As for the orbital gap: 5.524 eV. Its energy above the lowest of the compared OMol25 structures with the same formula, charge and spin is 0.514 eV. For the total energy, the calculation gives -5591.7594 Eh.

ORCA input file:
```
! wB97M-V def2-TZVPD RIJCOSX def2/J DEFGRID3
* xyz -1 1
Na 0.45 -0.22 -0.70
N 3.44 1.26 -2.06
C 3.00 1.87 -0.90
C 3.80 2.91 -0.40
C 3.43 3.55 0.76
C 2.27 3.16 1.40
C 1.54 2.13 0.83
N 1.88 1.49 -0.29
C 2.99 0.24 -2.88
C 3.83 -0.10 -3.95
C 3.44 -1.08 -4.83
C 2.23 -1.73 -4.61
C 1.49 -1.34 -3.51
N 1.84 -0.38 -2.67
H 4.31 1.65 -2.37
H 4.70 3.20 -0.93
H 4.04 4.35 1.16
H 1.93 3.62 2.31
H 0.62 1.81 1.29
H 4.78 0.41 -4.08
H 4.08 -1.36 -5.66
H 1.87 -2.51 -5.27
H 0.55 -1.84 -3.29
C 1.78 0.18 3.45
C 1.93 -1.11 4.26
C 3.33 -1.69 4.03
C 0.78 -2.05 3.96
C -0.11 -2.30 5.00
C -1.26 -3.05 4.82
C -1.54 -3.56 3.56
C -0.68 -3.35 2.49
C -1.00 -3.92 1.13
C -2.48 -3.78 0.75
C -0.60 -5.39 1.04
C 0.51 -2.59 2.67
N 1.31 -2.30 1.57
C 2.29 -3.13 1.23
C 2.64 -4.34 1.91
C 3.67 -5.16 1.49
C 4.43 -4.86 0.36
C 4.13 -3.69 -0.33
C 3.12 -2.87 0.11
F 2.91 -1.71 -0.58
H 2.58 0.89 3.68
H 0.82 0.66 3.67
H 1.81 -0.06 2.38
H 1.86 -0.85 5.32
H 3.53 -1.82 2.97
H 3.45 -2.66 4.52
H 4.08 -1.00 4.43
H 0.10 -1.88 5.98
H -1.94 -3.23 5.65
H -2.44 -4.14 3.42
H -0.41 -3.36 0.40
H -3.11 -4.42 1.37
H -2.63 -4.07 -0.29
H -2.83 -2.75 0.86
H -1.16 -5.98 1.77
H 0.46 -5.51 1.26
H -0.80 -5.79 0.05
H 2.06 -4.59 2.79
H 3.88 -6.06 2.06
H 5.23 -5.51 0.03
H 4.69 -3.40 -1.21
Cl -0.91 -0.13 1.78
C -2.44 0.67 1.97
C -3.19 0.40 3.10
C -4.42 1.02 3.25
C -4.88 1.89 2.27
C -4.11 2.16 1.16
C -2.86 1.55 0.98
P -1.74 1.78 -0.49
C -3.07 2.24 -1.68
C -4.16 1.38 -1.82
C -5.12 1.60 -2.80
C -5.00 2.69 -3.66
C -3.93 3.55 -3.52
C -2.97 3.33 -2.54
C -1.13 3.47 -0.05
C -0.17 4.01 -0.91
C 0.42 5.23 -0.65
C 0.08 5.94 0.50
C -0.85 5.40 1.37
C -1.45 4.18 1.10
H -2.81 -0.29 3.84
H -5.02 0.81 4.13
H -5.85 2.37 2.39
H -4.47 2.85 0.40
H -4.26 0.53 -1.16
H -5.94 0.91 -2.91
H -5.74 2.85 -4.43
H -3.83 4.40 -4.18
H -2.13 4.00 -2.46
H 0.14 3.43 -1.77
H 1.16 5.63 -1.34
H 0.56 6.88 0.73
H -1.11 5.93 2.28
H -2.17 3.77 1.81
Cl -1.77 -1.01 -1.90
C -1.41 0.08 -3.22
C -0.49 1.10 -2.99
C -0.17 1.80 -4.15
Cl 1.16 2.94 -4.11
C -0.79 1.63 -5.39
Cl -0.38 2.60 -6.76
C -1.78 0.65 -5.52
Cl -2.61 0.43 -7.01
C -2.06 -0.16 -4.42
Cl -3.24 -1.42 -4.58
*
```

This record from OMol25 describes a structure of composition C4H10NOS at a distorted geometry. The level of theory is wB97M-V/def2-TZVPD.

As for the LUMO energy (spin up / spin down): -10.088 / -11.832 eV. As for the expectation value of S²: 1.777. The calculation puts the HOMO energy (spin up / spin down) at -15.847 / -15.917 eV. As for the orbital gap (spin up / spin down): 5.758 / 4.086 eV. Its energy above the lowest of the compared OMol25 structures with the same formula, charge and spin is 4.813 eV. For the total energy, the calculation gives -685.6669 Eh.

ORCA input file:
```
! wB97M-V def2-TZVPD RIJCOSX def2/J DEFGRID3
* xyz 2 2
O -1.49 -0.33 -0.19
C -0.36 -0.31 -0.65
C 0.88 -0.32 0.04
C 2.19 -0.36 -0.69
C 3.26 0.56 -0.18
S 4.61 -0.43 1.03
N -6.35 0.58 0.64
H -0.23 -0.28 -1.75
H 0.83 -0.13 1.11
H 2.60 -1.37 -0.70
H 1.96 -0.02 -1.71
H 3.66 0.77 0.98
H 3.89 1.13 -0.86
H 3.55 -1.19 1.43
H -6.14 1.58 0.66
H -5.62 -0.13 0.61
H -7.24 0.27 0.24
*
```

This record from OMol25 describes a cluster of 2 separate species, CH3Cl2OP in total at a distorted geometry. The level of theory is wB97M-V/def2-TZVPD.

As for the LUMO energy: -2.194 eV. The calculation puts the HOMO energy at -9.087 eV. As for the orbital gap: 6.893 eV. Its energy above the lowest of the compared OMol25 structures with the same formula, charge and spin is 3.342 eV. For the total energy, the calculation gives -1376.8393 Eh.

ORCA input file:
```
! wB97M-V def2-TZVPD RIJCOSX def2/J DEFGRID3
* xyz 0 1
C -0.06 -0.24 -1.18
O 0.62 -0.28 0.06
P 0.05 -0.73 1.47
Cl -1.60 1.93 1.48
Cl 1.44 0.11 2.51
H 0.69 0.38 -1.82
H -0.95 0.16 -1.00
H -0.19 -1.33 -1.52
*
```

This record from OMol25 describes a structure of composition C14H25MoN4O4S3 at a distorted geometry. The level of theory is wB97M-V/def2-TZVPD.

As for the LUMO energy (spin up / spin down): -3.709 / -3.918 eV. As for the expectation value of S²: 2.044. The calculation puts the HOMO energy (spin up / spin down) at -10.980 / -11.257 eV. As for the orbital gap (spin up / spin down): 7.271 / 7.339 eV. For the total energy, the calculation gives -2331.0272 Eh.

ORCA input file:
```
! wB97M-V def2-TZVPD RIJCOSX def2/J DEFGRID3
* xyz 1 3
Mo 0.46 0.80 -0.79
C 2.33 -1.58 0.14
C 2.67 -0.30 0.91
N 2.44 0.89 0.08
C 3.53 1.33 -0.79
C 3.65 0.50 -2.06
S 2.00 0.20 -2.80
C 1.95 -1.65 -2.89
C 1.04 -2.24 -1.81
N 1.06 -1.41 -0.60
H 2.26 -2.42 0.84
H 3.12 -1.82 -0.58
H 3.70 -0.35 1.28
H 1.99 -0.22 1.76
H 2.31 1.68 0.76
H 4.49 1.30 -0.26
H 3.31 2.36 -1.06
H 4.13 -0.46 -1.89
H 4.23 1.04 -2.81
H 2.97 -2.01 -2.82
H 1.58 -1.89 -3.88
H 1.37 -3.26 -1.58
H 0.02 -2.28 -2.18
H 0.31 -1.73 0.02
C -1.92 0.98 -0.86
C -1.98 2.36 -1.21
C -1.32 2.53 -2.41
C -0.80 1.28 -2.81
C -1.31 0.25 -1.93
H -2.48 0.54 -0.05
H -2.43 3.13 -0.61
H -1.17 3.47 -2.91
H -0.43 1.09 -3.81
H -1.66 -0.72 -2.25
S -1.08 -1.67 1.65
C -2.52 -1.36 2.42
N -3.65 -2.05 2.19
C -4.69 -1.73 3.15
C -4.08 -0.54 3.92
N -2.73 -0.46 3.37
H -3.67 -2.88 1.62
H -4.88 -2.59 3.81
H -5.62 -1.47 2.64
H -4.03 -0.73 5.00
H -4.63 0.39 3.75
H -2.08 0.28 3.60
O 0.63 2.89 -0.49
S 0.43 2.78 1.00
O 1.73 2.89 1.65
O 0.08 1.27 1.08
O -0.64 3.58 1.48
*
```

This record from OMol25 describes a cluster of 3 separate species, CH7OS2 in total at a distorted geometry. The level of theory is wB97M-V/def2-TZVPD.

As for the LUMO energy (spin up / spin down): 0.604 / -2.591 eV. As for the expectation value of S²: 0.754. The calculation puts the HOMO energy (spin up / spin down) at -9.432 / -9.274 eV. As for the orbital gap (spin up / spin down): 10.036 / 6.683 eV. Its energy above the lowest of the compared OMol25 structures with the same formula, charge and spin is 0.829 eV. For the total energy, the calculation gives -913.7984 Eh.

ORCA input file:
```
! wB97M-V def2-TZVPD RIJCOSX def2/J DEFGRID3
* xyz 0 2
O 2.93 0.78 3.11
H 0.13 0.49 -0.06
H 3.23 0.29 2.27
H 2.61 0.02 3.71
C -2.62 -0.65 -1.68
S -1.71 -0.39 -0.11
S 1.62 0.64 0.11
H -3.77 -0.58 -1.57
H -2.15 -1.58 -2.26
H -2.48 0.19 -2.36
H 2.21 0.78 -1.17
*
```